w | # C3H7Cl

2 unconnected molecules or ions with the total composition C3H7Cl (wB97M-V/def2-TZVPD, OMol25).

Net charge: 0

```
11
C3H7Cl, DFT wB97M-V/def2-TZVPD
C 1.25 1.70 -0.11
C -0.28 -1.37 -0.29
C -0.86 -0.23 0.48
Cl -2.39 0.38 0.04
H 1.23 1.42 -1.12
H 0.48 2.22 0.38
H 1.85 1.03 0.64
H 0.45 -2.09 0.28
H 0.26 -0.86 -1.03
H -1.10 -1.85 -0.82
H -0.89 -0.34 1.56
```

***

x | # C3H7Cl

2 unconnected molecules or ions with the total composition C3H7Cl (wB97M-V/def2-TZVPD, OMol25).

Net charge: 0

```
11
C3H7Cl, DFT wB97M-V/def2-TZVPD
C -0.33 -1.59 -0.21
C 0.93 1.06 -1.33
C 0.79 0.40 -0.01
Cl 2.26 -0.20 0.67
H -1.22 -1.60 0.44
H -0.56 -1.49 -1.33
H 0.52 -2.29 -0.05
H 0.65 2.08 -1.22
H 0.15 0.52 -2.05
H 1.94 0.92 -1.65
H 0.16 0.90 0.82
```

***

Unit: eV. Relative energies: w 1.340; x 0.000.

***

w | # C6H16NO

2 unconnected molecules or ions with the total composition C6H16NO (wB97M-V/def2-TZVPD, OMol25).

Net charge: +1

```
24
C6H16NO, DFT wB97M-V/def2-TZVPD
C 2.85 0.41 -1.99
C 1.82 -1.60 -0.87
C -2.31 0.88 0.02
C -2.97 0.05 2.32
C 1.60 -0.17 -1.36
C -1.93 0.28 1.31
N -0.70 -0.02 1.52
O 1.16 0.67 -0.28
H 3.10 -0.13 -2.90
H 2.70 1.46 -2.24
H 3.69 0.32 -1.30
H 2.11 -2.23 -1.72
H 0.91 -2.01 -0.44
H 2.62 -1.64 -0.13
H -3.36 0.72 -0.22
H -2.15 1.96 0.08
H -1.68 0.51 -0.79
H -3.65 -0.74 1.97
H -2.56 -0.25 3.29
H -3.59 0.94 2.44
H 0.77 -0.15 -2.08
H -0.40 -0.41 2.40
H 0.04 0.17 0.79
H 1.95 0.98 0.18
```

***

x | # C6H16NO

2 unconnected molecules or ions with the total composition C6H16NO (wB97M-V/def2-TZVPD, OMol25).

Net charge: +1

```
24
C6H16NO, DFT wB97M-V/def2-TZVPD
C -0.77 -0.21 0.55
C 0.51 0.66 0.23
C 1.58 -0.21 -0.53
C 2.15 0.51 -1.51
C 2.04 -1.49 0.05
C 1.96 -1.68 1.54
N -2.00 0.45 -0.09
H -0.96 -0.49 1.57
H -0.58 -1.31 0.10
H 0.96 1.11 1.13
H 0.27 1.61 -0.27
H 2.98 0.14 -2.13
H 1.73 1.47 -1.68
H 1.71 -2.37 -0.62
H 3.12 -1.56 -0.31
H 2.11 -2.71 1.84
H 2.63 -1.03 2.08
H 1.03 -1.48 2.09
H -2.83 0.44 0.50
H -2.48 0.01 -0.98
H -1.76 1.44 -0.31
H -4.76 1.56 -1.34
H -4.50 3.01 -1.00
O -4.12 2.13 -0.90
```

***

y | # C6H16NO

2 unconnected molecules or ions with the total composition C6H16NO (wB97M-V/def2-TZVPD, OMol25).

Net charge: +1

```
24
C6H16NO, DFT wB97M-V/def2-TZVPD
C 0.36 -0.46 -2.12
C -2.24 0.39 -0.12
C -0.38 -1.28 1.55
C 1.51 -0.42 -1.07
C -1.38 0.71 1.08
C 1.39 0.83 -0.26
N 2.43 1.09 0.51
O -0.18 0.02 1.16
H 0.31 0.44 -2.69
H -0.56 -0.57 -1.66
H 0.57 -1.35 -2.73
H -2.33 -0.64 -0.30
H -1.80 0.93 -1.04
H -3.23 0.70 0.10
H -0.93 -1.88 0.74
H 0.55 -1.71 1.58
H -0.89 -1.40 2.53
H 1.22 -1.16 -0.32
H 2.51 -0.48 -1.60
H -1.16 1.81 1.21
H -1.93 0.54 1.95
H 0.60 1.57 -0.51
H 2.39 1.79 1.25
H 3.16 0.52 0.78
```

***

Unit: eV. Relative energies: w 0.000; x 2.370; y 2.673.

***

w | # C2H10O2Si2

A single C2H10O2Si2 molecule (wB97M-V/def2-TZVPD, OMol25).

Net charge: 0
SMILES: C[Si@H](O)[Si@@H](C)O

```
16
C2H10O2Si2, DFT wB97M-V/def2-TZVPD
C 1.24 -1.37 1.65
Si 0.65 0.37 1.26
O -0.78 0.63 2.07
Si 0.02 0.15 -1.35
C -1.60 1.00 -1.55
O 1.19 0.19 -2.46
H 2.30 -1.57 1.50
H 0.97 -1.76 2.65
H 0.70 -1.92 0.87
H 1.38 1.51 1.74
H -1.42 -0.12 2.17
H -0.49 -1.35 -1.23
H -1.83 1.22 -2.59
H -2.37 0.27 -1.17
H -1.76 1.85 -0.98
H 1.79 0.91 -2.60
```

***

x | # C2H10O2Si2

2 unconnected molecules or ions with the total composition C2H10O2Si2 (wB97M-V/def2-TZVPD, OMol25).

Net charge: 0

```
16
C2H10O2Si2, DFT wB97M-V/def2-TZVPD
C 0.27 -0.64 -2.23
C 1.22 -1.56 1.09
O 1.51 1.65 -0.55
O -1.04 0.98 -0.13
Si -2.03 1.17 1.07
Si 0.39 0.45 -0.65
H 1.13 -1.21 -2.26
H -0.56 -1.38 -2.20
H 0.15 -0.07 -3.12
H 0.73 -1.05 1.98
H 0.52 -2.26 0.63
H 2.24 -1.84 0.97
H 1.62 2.45 -0.01
H -1.03 0.75 2.06
H -2.95 0.19 0.57
H -2.73 2.48 1.01
```

***

Unit: eV. Relative energies: w 0.000; x 1.245.

***

w | # CH3N2S

2 unconnected molecules or ions with the total composition CH3N2S (wB97M-V/def2-TZVPD, OMol25).

Net charge: +1

```
7
CH3N2S, DFT wB97M-V/def2-TZVPD
C 0.81 -0.25 0.21
N 1.37 0.94 0.37
N -0.39 -0.85 0.25
S 2.54 -0.38 -0.02
H 1.27 2.64 -0.26
H -1.28 -0.47 0.63
H -0.49 -1.82 0.21
```

***

x | # CH3N2S

2 unconnected molecules or ions with the total composition CH3N2S (wB97M-V/def2-TZVPD, OMol25).

Net charge: +1

```
7
CH3N2S, DFT wB97M-V/def2-TZVPD
C -0.84 -0.19 0.15
N -1.68 -1.24 0.13
N 0.35 0.16 0.23
S -2.47 0.35 0.06
H -1.73 -1.94 -0.61
H 1.17 -0.42 0.30
H 0.85 2.02 0.31
```

***

Unit: eV. Relative energies: w 0.000; x 0.560.

***

w | # C3H8O3

2 unconnected molecules or ions with the total composition C3H8O3 (wB97M-V/def2-TZVPD, OMol25).

Net charge: 0
SMILES: C1COCO1.O

```
14
C3H8O3, DFT wB97M-V/def2-TZVPD
C -0.79 0.04 -0.15
C -0.02 -0.77 0.89
O 0.08 -2.08 0.30
C -0.23 -1.98 -1.08
O -0.95 -0.77 -1.26
H -1.81 0.30 0.27
H -0.25 1.02 -0.44
H -0.44 -0.90 1.91
H 0.98 -0.35 1.13
H -1.00 -2.75 -1.37
H 0.71 -2.11 -1.66
O 1.05 3.35 0.82
H 0.86 4.08 0.17
H 1.82 2.93 0.49
```

***

x | # C3H8O3

2 unconnected molecules or ions with the total composition C3H8O3 (wB97M-V/def2-TZVPD, OMol25).

Net charge: 0
SMILES: O=CO.CCO

```
14
C3H8O3, DFT wB97M-V/def2-TZVPD
O -1.60 -1.18 -2.09
C -2.39 -1.26 -1.20
O -2.31 -0.64 -0.01
H -3.31 -1.85 -1.21
H -1.65 0.07 0.03
C 2.55 0.47 1.99
C 1.43 1.09 1.16
O 1.88 1.35 -0.18
H 3.38 1.16 2.02
H 2.14 0.23 2.97
H 2.85 -0.48 1.56
H 1.16 2.04 1.63
H 0.54 0.46 1.14
H 1.27 0.96 -0.82
```

***

Unit: eV. Relative energies: w 1.017; x 0.000.

***

w | # C3H8O3

2 unconnected molecules or ions with the total composition C3H8O3 (wB97M-V/def2-TZVPD, OMol25).

Net charge: 0
SMILES: CCC(=O)O.O

```
14
C3H8O3, DFT wB97M-V/def2-TZVPD
C -0.43 1.69 1.50
C -0.94 0.48 0.75
C -0.08 -0.17 -0.29
O 1.07 0.25 -0.54
O -0.67 -1.10 -0.98
H 0.54 1.44 1.95
H -0.27 2.57 0.88
H -0.97 1.86 2.46
H -1.91 0.61 0.30
H -1.06 -0.35 1.50
H 0.10 -1.67 -1.52
O 1.37 -2.14 -1.80
H 1.58 -2.22 -2.71
H 1.68 -1.24 -1.50
```

***

x | # C3H8O3

2 unconnected molecules or ions with the total composition C3H8O3 (wB97M-V/def2-TZVPD, OMol25).

Net charge: 0
SMILES: O=CO.CCO

```
14
C3H8O3, DFT wB97M-V/def2-TZVPD
O 0.93 -0.21 2.26
C 1.39 -0.44 3.34
O 0.73 -0.20 4.50
H 2.38 -0.86 3.45
H -0.21 -0.34 4.31
C -0.65 0.91 -1.23
C -0.85 0.00 -2.43
O 0.41 -0.34 -3.02
H 0.33 1.39 -1.34
H -1.45 1.62 -1.05
H -0.57 0.27 -0.36
H -1.51 0.41 -3.21
H -1.37 -0.92 -2.10
H 0.42 -1.30 -3.11
```

***

Unit: eV. Relative energies: w 0.000; x 0.968.